No. 1
{"formula": "C5H11NO2", "method": "the ωB97M-V functional and the def2-TZVPD basis", "species": ["C", "C", "C", "O", "N", "C", "C", "O", "H", "H", "H", "H", "H", "H", "H", "H", "H", "H", "H"], "coordinates": [[0.82431, -0.75774, -2.31173], [-0.47895, -0.81783, -1.50070], [-0.19912, -1.59627, -0.17226], [0.01776, -2.76993, -0.03897], [-0.37877, -0.90236, 0.98868], [-0.81026, 0.50561, 1.11963], [0.12128, 1.33781, 2.03479], [1.14459, 1.96127, 1.30650], [0.46957, -0.03915, -3.20298], [1.77044, -0.29347, -1.94372], [1.21011, -1.66884, -2.81558], [-0.98022, 0.15743, -1.46116], [-1.37954, -1.36623, -2.05275], [-0.22006, -1.21261, 1.83345], [-1.96402, 0.67691, 1.33158], [-0.76588, 0.92764, 0.11513], [0.80975, 0.83511, 2.64205], [-0.44276, 2.01768, 2.72393], [1.25178, 3.00497, 1.40411]], "mulliken_charge": [-1.020, -0.272, 0.408, -0.632, -0.129, -0.196, -0.546, -0.589, 0.232, 0.305, 0.307, 0.356, 0.297, 0.128, 0.255, 0.153, 0.294, 0.334, 0.315], "e_above_lowest_kcal_mol": 68.79, "max_force_ev_per_a": 7.0, "homo_lumo_gap_ev": 10.013, "e_homo_ev": -9.4}

No. 2
{"formula": "C15H50BNO21", "method": "the ωB97M-V functional and the def2-TZVPD basis", "species": ["C", "C", "C", "C", "N", "C", "C", "C", "C", "C", "C", "C", "H", "H", "H", "H", "H", "H", "H", "H", "H", "H", "H", "H", "H", "H", "H", "H", "H", "H", "H", "H", "H", "H", "H", "H", "O", "C", "O", "B", "O", "C", "O", "O", "C", "O", "C", "O", "O", "O", "H", "H", "O", "H", "H", "O", "H", "H", "O", "H", "H", "O", "H", "H", "O", "H", "H", "O", "H", "H", "O", "H", "H", "O", "H", "H", "O", "H", "H", "O", "H", "H", "O", "H", "H", "O", "H", "H"], "coordinates": [[27.31836, -35.22860, -28.07705], [26.94781, -35.47592, -29.64767], [28.14279, -35.06493, -30.51346], [28.34665, -33.44107, -30.62826], [29.66526, -32.94857, -31.11789], [29.52483, -31.54831, -31.59136], [28.83948, -31.63715, -33.05923], [29.21350, -33.07105, -33.50843], [30.11023, -33.68189, -32.39224], [30.75390, -33.13842, -30.01782], [32.26836, -33.16144, -30.44699], [33.17896, -32.81792, -29.26897], [26.59770, -35.67170, -27.31933], [27.52651, -34.18224, -27.96917], [28.25366, -35.78721, -27.83197], [26.19013, -34.81224, -29.74811], [26.72499, -36.54188, -29.87978], [28.05332, -35.28140, -31.58999], [28.91202, -35.56373, -30.04803], [28.32688, -33.17330, -29.70241], [27.51655, -33.05996, -31.19478], [30.42402, -31.00673, -31.79323], [28.96964, -30.96195, -30.84256], [29.11469, -30.69899, -33.71247], [27.68978, -31.50806, -32.98363], [29.44381, -33.17829, -34.44843], [28.16376, -33.56698, -33.36486], [31.10301, -33.32340, -32.63479], [30.14208, -34.75065, -32.47973], [30.67069, -34.03287, -29.71173], [30.94824, -32.59809, -29.10354], [32.48550, -32.28675, -31.10922], [32.65363, -33.93403, -30.89262], [32.75444, -31.95810, -28.70193], [34.14378, -32.54958, -29.60973], [33.15081, -33.60044, -28.62550], [29.67218, -44.27353, -26.83195], [29.22169, -43.16681, -26.88804], [28.35853, -42.96819, -27.74874], [27.99438, -41.59803, -27.64044], [28.93806, -41.01630, -26.65908], [29.52081, -42.06995, -26.14328], [30.27093, -41.94100, -25.09354], [26.58363, -41.39854, -27.31695], [26.08439, -40.74941, -28.26130], [24.88853, -40.34490, -28.17070], [26.95503, -40.49945, -29.25256], [28.11567, -40.86516, -28.92545], [26.92823, -39.51551, -30.05770], [24.49011, -38.87042, -31.03291], [25.50044, -38.92175, -31.19194], [24.19574, -37.99379, -31.02126], [31.09342, -46.52220, -27.49125], [30.37972, -46.94853, -27.36563], [30.90865, -45.48729, -27.48730], [23.10841, -38.28427, -28.67012], [22.94207, -39.13683, -28.19282], [23.76110, -38.38607, -29.27466], [29.18620, -44.01530, -22.35737], [30.01766, -44.24255, -22.01640], [29.47710, -43.09495, -22.66293], [24.91991, -37.78972, -25.99884], [24.52301, -37.95557, -26.89150], [24.84952, -38.56379, -25.42574], [27.82498, -38.10737, -26.19183], [26.86568, -37.91793, -26.18714], [27.93948, -38.94379, -25.67882], [29.51704, -45.91158, -24.46273], [29.36626, -45.39836, -23.59725], [29.91263, -45.32256, -25.06392], [22.20089, -40.72425, -27.79962], [22.08094, -40.93022, -27.03359], [22.93220, -41.15700, -28.28635], [28.54541, -38.75818, -32.55560], [28.68944, -39.69080, -32.57577], [28.32012, -38.78912, -31.68320], [29.78824, -38.20205, -28.02775], [30.43467, -38.70995, -27.37885], [28.98692, -38.32184, -27.55744], [30.24507, -41.12773, -22.50387], [30.12991, -40.16242, -22.28883], [30.23365, -41.36572, -23.42406], [31.14714, -40.53911, -29.33574], [30.12111, -40.46014, -29.25478], [31.33838, -40.25634, -28.57252], [33.00313, -40.24688, -23.01771], [33.38832, -40.72425, -22.35254], [32.10036, -40.67157, -23.09320]], "mulliken_charge": [-1.009, -0.505, -0.701, -1.829, 0.803, -0.614, -0.518, -0.726, -0.976, -1.213, -0.622, -1.633, 0.232, 0.367, 0.215, 0.525, 0.016, 0.394, 0.630, 1.004, 0.427, 0.383, 0.360, 0.304, 0.309, 0.711, 0.182, 0.480, 0.485, 0.690, 0.475, 0.340, 0.671, 0.388, 0.426, 0.468, -0.774, 0.633, -0.803, 1.785, -0.515, 0.657, -0.895, -0.624, 0.233, -0.572, 0.494, -0.586, -0.422, -0.656, 0.403, 0.257, -0.613, 0.238, 0.432, -0.689, 0.447, 0.377, -0.706, 0.336, 0.308, -0.738, 0.420, 0.301, -0.591, 0.346, 0.213, -0.658, 0.397, 0.337, -0.573, 0.200, 0.346, -0.611, 0.330, 0.268, -0.515, 0.288, 0.280, -0.739, 0.326, 0.571, -0.590, 0.467, 0.243, -0.652, 0.276, 0.373], "e_above_lowest_kcal_mol": 45.71, "max_force_ev_per_a": 15.4, "homo_lumo_gap_ev": 8.700, "e_homo_ev": -9.5}

No. 3
{"formula": "C2H11N3O2", "method": "the ωB97M-V functional and the def2-TZVPD basis", "species": ["H", "N", "C", "N", "N", "C", "H", "H", "H", "H", "H", "H", "O", "H", "H", "O", "H", "H"], "coordinates": [[-1.96143, 1.30222, -0.35262], [-1.20470, 0.81451, -0.82287], [-0.76337, -0.13214, -0.07739], [-1.09524, -0.12878, 1.32803], [0.05575, -1.14012, -0.47108], [-0.48969, -2.29482, -1.25128], [-0.38790, -0.45671, 1.96421], [-1.45688, 0.79309, 1.50157], [0.79511, -1.50224, 0.09846], [0.32913, -2.77749, -1.77051], [-1.18697, -1.80044, -1.92485], [-1.03588, -2.98317, -0.59925], [2.32926, -0.82043, 2.21116], [2.47610, -1.51872, 2.83007], [2.05213, -0.04148, 2.68236], [0.57514, 3.33954, -1.36169], [0.27476, 2.47346, -1.05590], [-0.06527, 3.43354, -2.07600]], "mulliken_charge": [0.178, -0.799, 0.599, -0.522, -0.221, -0.871, 0.245, 0.225, 0.273, 0.313, 0.326, 0.276, -0.634, 0.318, 0.309, -0.701, 0.384, 0.302], "e_above_lowest_kcal_mol": 26.74, "max_force_ev_per_a": 2.8, "homo_lumo_gap_ev": 9.508, "e_homo_ev": -9.1}

No. 4
{"formula": "C21H20ClN12PdTe", "method": "the ωB97M-V functional and the def2-TZVPD basis", "species": ["Pd", "N", "C", "N", "N", "N", "N", "C", "N", "N", "N", "N", "H", "C", "Te", "C", "C", "C", "C", "C", "C", "C", "H", "H", "H", "H", "H", "H", "H", "H", "Cl", "C", "C", "C", "C", "C", "C", "C", "H", "H", "H", "H", "H", "H", "N", "C", "C", "N", "C", "C", "N", "H", "H", "H", "H", "H"], "coordinates": [[0.82350, 0.51540, 0.06480], [-0.92010, 3.52610, 0.19200], [0.44420, 3.54460, 0.04110], [1.15040, 4.65840, -0.10390], [2.41190, 4.25260, -0.19890], [2.49020, 2.97880, -0.12080], [1.26280, 2.47210, 0.04290], [-1.69510, 2.41130, 0.07440], [-3.02950, 2.42480, 0.06510], [-3.38530, 1.15970, -0.04570], [-2.34470, 0.40350, -0.09970], [-1.24060, 1.15050, -0.03350], [-1.38810, 4.41730, 0.15330], [-3.63770, -2.05260, 1.32150], [-3.24520, -1.90150, -0.78120], [-4.45460, -3.75070, -0.80200], [-5.23350, -3.76060, 0.46950], [-6.33730, -4.58410, 0.64940], [-7.01640, -4.60480, 1.85500], [-6.60160, -3.78680, 2.89260], [-5.51480, -2.94970, 2.71510], [-4.82350, -2.93080, 1.51090], [-3.79690, -1.06240, 1.73760], [-2.76580, -2.49640, 1.80620], [-3.80760, -4.62950, -0.83550], [-5.12330, -3.80720, -1.66370], [-6.66600, -5.21640, -0.16600], [-7.86790, -5.26000, 1.98620], [-7.12880, -3.79780, 3.83700], [-5.19480, -2.30090, 3.51860], [2.79950, -5.80410, 1.70900], [2.41410, -4.09170, 1.28840], [2.60130, -3.82550, -0.20710], [2.62190, -2.31640, -0.51530], [2.99430, -1.36710, 0.58360], [2.89550, 0.01040, 0.27420], [3.24680, -1.86870, 1.87380], [3.06400, -3.17250, 2.23270], [3.27660, -4.47680, -0.75520], [3.17410, -2.07990, -1.42750], [3.16670, 0.28550, -0.75660], [3.29950, 0.69840, 1.02240], [3.60750, -1.17100, 2.61840], [3.27140, -3.53000, 3.22680], [0.21440, -4.70030, -1.06740], [1.05180, -3.81590, -0.33580], [1.05890, -2.33200, -0.75730], [0.29280, -1.42470, 0.03060], [-0.11600, -1.83230, 1.23780], [0.19390, -3.04120, 1.80090], [0.94430, -3.97790, 1.11060], [0.42280, -4.66630, -2.05670], [0.29360, -5.64960, -0.72660], [0.80130, -2.18980, -1.81160], [-0.72350, -1.12060, 1.79450], [-0.02370, -3.27100, 2.83330]], "mulliken_charge": [0.666, -0.120, 0.426, -0.454, -0.634, -0.540, 0.390, 0.212, -0.769, -0.410, 0.341, -0.306, 0.239, -1.143, 0.112, -1.341, 0.659, -0.602, -0.515, -0.514, -0.681, 0.740, 0.575, 0.251, 0.342, 0.452, 0.399, 0.369, 0.373, 0.416, -0.269, 0.737, -0.475, -0.280, 1.131, -1.887, -0.747, -0.763, 0.516, 0.607, 0.377, 0.504, 0.420, 0.398, -0.444, 0.390, -0.867, -0.003, -0.202, -1.006, -0.172, 0.289, 0.286, 0.443, 0.615, 0.469], "e_above_lowest_kcal_mol": 82.79, "charge": -1, "max_force_ev_per_a": 2.6, "homo_lumo_gap_ev": [4.919, 4.924], "e_homo_ev": [-4.3, -4.4]}

No. 5
{"formula": "C2LiMgO4", "method": "the ωB97M-V functional and the def2-TZVPD basis", "species": ["O", "Li", "O", "O", "C", "C", "O", "Mg"], "coordinates": [[0.18113, -0.07344, 0.48626], [-0.71078, 0.86707, 2.02351], [1.35762, 1.35066, -0.87114], [0.56424, 1.97078, 1.14668], [0.83143, 1.16562, 0.21424], [-0.58625, -0.89311, -0.51615], [-0.95970, -1.99567, -0.13300], [-0.67767, -2.39192, -2.35041]], "mulliken_charge": [-0.447, 0.877, -0.573, -0.834, 0.867, 0.105, -0.384, 0.389], "e_above_lowest_kcal_mol": 55.14, "multiplicity": 2, "max_force_ev_per_a": 3.3, "homo_lumo_gap_ev": [7.097, 6.938], "e_homo_ev": [-7.6, -8.6]}

No. 6
{"formula": "C5H4N2", "method": "the ωB97M-V functional and the def2-TZVPD basis", "species": ["C", "C", "C", "C", "N", "N", "C", "H", "H", "H", "H"], "coordinates": [[-1.01511, 0.40160, -2.57923], [-0.78000, 0.12740, -1.42997], [-0.31929, -0.10259, -0.10290], [-0.01493, -1.31829, 0.57967], [0.69852, -1.10423, 1.66470], [0.81040, 0.24103, 1.74074], [0.22057, 0.87080, 0.69997], [-1.20732, 0.65224, -3.59778], [-0.28346, -2.32714, 0.29526], [1.66872, 0.61047, 2.10393], [0.22189, 1.94870, 0.62561]], "mulliken_charge": [0.003, -0.433, 0.220, -0.322, -0.690, 0.124, -0.449, 0.415, 0.443, 0.257, 0.432], "e_above_lowest_kcal_mol": 48.52, "max_force_ev_per_a": 0.8, "homo_lumo_gap_ev": 9.913, "e_homo_ev": -9.0}